Here is a structure of composition C53H40IKN2O4P3 from OMol25. Energies are from the ωB97M-V functional and the def2-TZVPD basis.

Structure (XYZ):
```
104
Properties=species:S:1:pos:R:3:nbo_charge:R:1
K -0.148 0.390 0.153 0.82
O 2.185 -3.419 0.203 -0.73
C 1.726 -2.273 0.291 0.77
O 0.559 -1.862 0.068 -0.82
C 2.625 -1.154 0.892 0.11
C 3.669 -1.437 1.754 -0.25
C 4.234 -0.387 2.473 -0.18
C 3.716 0.893 2.358 -0.25
C 2.661 1.090 1.470 0.12
N 2.191 0.103 0.714 -0.48
C 1.860 2.430 1.471 0.75
O 2.483 3.459 1.728 -0.71
O 0.608 2.279 1.277 -0.85
H 3.982 -2.464 1.881 0.23
H 5.047 -0.580 3.165 0.20
H 4.079 1.730 2.939 0.23
N -0.021 -0.002 -2.570 -1.25
P 1.712 -0.265 -2.452 1.08
C 2.187 -0.683 -4.174 -0.38
C 1.986 0.145 -5.280 -0.14
C 2.286 -0.290 -6.559 -0.24
C 2.809 -1.567 -6.752 -0.21
C 3.025 -2.396 -5.664 -0.21
C 2.710 -1.956 -4.381 -0.20
C 2.243 1.503 -2.398 -0.40
C 1.429 2.556 -1.993 -0.15
C 1.913 3.860 -1.932 -0.21
C 3.230 4.122 -2.260 -0.21
C 4.064 3.077 -2.647 -0.23
C 3.575 1.784 -2.715 -0.15
P -1.167 -1.332 -2.432 1.09
C -1.346 -1.834 -4.194 -0.35
C -1.933 -1.057 -5.194 -0.23
C -1.938 -1.473 -6.514 -0.17
C -1.349 -2.687 -6.860 -0.23
C -0.766 -3.472 -5.879 -0.20
C -0.769 -3.047 -4.554 -0.20
C -2.706 -0.333 -2.219 -0.37
C -3.924 -0.972 -2.484 -0.15
C -5.125 -0.317 -2.275 -0.23
C -5.141 0.990 -1.793 -0.22
C -3.947 1.626 -1.510 -0.20
C -2.740 0.958 -1.710 -0.21
H -0.241 0.599 -3.361 0.38
H 1.597 1.148 -5.132 0.20
H 2.117 0.364 -7.406 0.21
H 3.046 -1.911 -7.752 0.21
H 3.431 -3.390 -5.803 0.21
H 2.865 -2.612 -3.531 0.23
H 0.404 2.398 -1.691 0.20
H 1.264 4.653 -1.586 0.22
H 3.618 5.131 -2.191 0.21
H 5.102 3.270 -2.889 0.20
H 4.243 0.986 -3.022 0.20
H -2.398 -0.112 -4.929 0.21
H -2.395 -0.855 -7.277 0.20
H -1.344 -3.018 -7.891 0.21
H -0.300 -4.415 -6.136 0.21
H -0.304 -3.667 -3.794 0.23
H -3.934 -1.994 -2.848 0.21
H -6.055 -0.831 -2.485 0.21
H -6.084 1.496 -1.626 0.21
H -3.938 2.631 -1.105 0.21
H -1.832 1.482 -1.445 0.21
I -2.336 1.572 2.310 0.26
C -4.154 0.572 2.440 -0.18
C -5.240 1.390 2.295 -0.25
C -6.546 0.956 2.632 -0.20
C -6.710 -0.262 3.201 -0.20
C -5.606 -1.145 3.359 -0.09
C -5.810 -2.386 4.018 -0.18
C -4.788 -3.265 4.178 -0.22
C -3.550 -2.992 3.557 -0.21
C -3.309 -1.835 2.869 -0.23
P -1.912 -1.854 1.633 0.84
C -2.484 -3.282 0.612 -0.35
C -3.844 -3.436 0.343 -0.15
C -4.293 -4.390 -0.561 -0.25
C -3.379 -5.212 -1.210 -0.23
C -2.022 -5.059 -0.955 -0.21
C -1.571 -4.093 -0.064 -0.20
C -0.561 -2.491 2.711 -0.34
C -0.205 -3.819 2.892 -0.22
C 0.850 -4.164 3.732 -0.19
C 1.559 -3.181 4.403 -0.22
C 1.215 -1.845 4.225 -0.23
C 0.169 -1.505 3.385 -0.14
C -4.319 -0.801 2.874 -0.01
H -5.092 2.412 1.974 0.22
H -7.385 1.626 2.493 0.21
H -7.685 -0.588 3.546 0.21
H -6.799 -2.609 4.403 0.20
H -4.932 -4.200 4.704 0.21
H -2.792 -3.766 3.554 0.22
H -4.572 -2.800 0.835 0.20
H -5.354 -4.487 -0.754 0.20
H -3.718 -5.961 -1.916 0.20
H -1.295 -5.679 -1.465 0.21
H -0.505 -3.942 0.063 0.27
H -0.731 -4.603 2.362 0.22
H 1.126 -5.205 3.842 0.20
H 2.390 -3.448 5.043 0.20
H 1.777 -1.062 4.718 0.22
H -0.066 -0.456 3.240 0.21
```

Calculated values
Charge: -1
Lowest unoccupied orbital energy (eV): 2.134
Multiplicity: 1